14
Properties=species:S:1:pos:R:3 method="wB97M-V/def2-TZVPD" e_lumo_ev="-0.78 / -0.77" e_above_lowest_kj_mol=310.6 total_charge=0 fmax_ha_per_bohr=0.1114 molar_mass_g_mol=131.07 homo_ev="-8.3 / -8.3"
C -0.08641 1.63326 -0.09133
C -1.16685 0.77248 0.34041
C -0.74126 -0.64700 0.77146
C 0.06305 -1.26962 -0.44029
N 1.06427 -0.32596 -0.83172
O 0.38800 2.66843 0.07175
O 3.22675 1.00190 -0.84306
P 2.68388 -0.37447 -0.85809
H -1.64875 1.29138 1.35986
H -1.87423 0.89215 -0.51480
H -0.02040 -0.68794 1.48486
H -1.66689 -1.35171 0.89669
H 0.34533 -2.19922 -0.10129
H -0.56648 -1.40368 -1.24446